# 1
{"formula": "C12H98FO39Y", "method": "ωB97M-V/def2-TZVPD", "elements": ["Y", "C", "C", "C", "O", "H", "H", "H", "H", "H", "H", "H", "C", "C", "C", "O", "H", "H", "H", "H", "H", "H", "H", "C", "C", "C", "O", "H", "H", "H", "H", "H", "H", "H", "C", "C", "C", "O", "H", "H", "H", "H", "H", "H", "H", "F", "O", "H", "H", "O", "H", "H", "O", "H", "H", "O", "H", "H", "O", "H", "H", "O", "H", "H", "O", "H", "H", "O", "H", "H", "O", "H", "H", "O", "H", "H", "O", "H", "H", "O", "H", "H", "O", "H", "H", "O", "H", "H", "O", "H", "H", "O", "H", "H", "O", "H", "H", "O", "H", "H", "O", "H", "H", "O", "H", "H", "O", "H", "H", "O", "H", "H", "O", "H", "H", "O", "H", "H", "O", "H", "H", "O", "H", "H", "O", "H", "H", "O", "H", "H", "O", "H", "H", "O", "H", "H", "O", "H", "H", "O", "H", "H", "O", "H", "H", "O", "H", "H", "O", "H", "H"], "xyz": [[1.57397, 1.40270, 2.39982], [-1.46206, -0.88385, 0.51401], [-0.38245, -0.08147, -0.16589], [-0.79361, 0.43773, -1.49910], [0.02349, 0.99766, 0.68549], [-1.16540, -0.95084, 1.57210], [-1.62139, -1.89231, 0.19562], [-2.35553, -0.24996, 0.70374], [0.54030, -0.68735, -0.28842], [-0.10194, 1.15108, -2.02742], [-1.71537, 1.04223, -1.28712], [-1.20066, -0.37830, -2.13130], [4.77395, 3.56885, 2.79925], [3.52050, 3.91740, 2.02241], [3.96874, 4.85141, 0.89968], [2.84288, 2.76882, 1.66943], [5.09354, 2.60217, 2.51351], [4.55305, 3.45383, 3.88984], [5.60585, 4.25757, 2.71360], [2.93049, 4.48287, 2.76396], [4.59751, 4.16394, 0.29517], [4.62358, 5.66185, 1.33128], [3.06387, 5.20550, 0.44566], [0.84743, 4.66374, 5.03137], [-0.03405, 3.50038, 4.62883], [-1.51780, 3.79789, 4.91026], [0.20258, 3.16666, 3.26091], [1.89843, 4.36133, 5.03797], [0.67253, 5.08469, 6.02978], [0.69725, 5.47576, 4.32520], [0.30702, 2.66155, 5.24417], [-1.71975, 4.05602, 5.96979], [-2.13972, 2.97506, 4.54928], [-1.74358, 4.68010, 4.33330], [4.56009, 0.17298, 0.36037], [4.16037, -0.76559, 1.48773], [5.19999, -0.76986, 2.61746], [2.85687, -0.38649, 2.04982], [4.01785, -0.05007, -0.57693], [5.63627, 0.12515, 0.08105], [4.32238, 1.16759, 0.63631], [4.00649, -1.80838, 1.15875], [6.16610, -0.45383, 2.30256], [5.16179, -1.75734, 3.07879], [4.73579, -0.12991, 3.35840], [2.05127, 1.11691, 4.64498], [-0.09354, 5.12944, 1.29692], [0.39125, 4.63570, 0.59310], [0.18562, 4.60175, 2.10616], [-6.42053, -0.36622, -2.25815], [-6.40057, 0.39505, -2.80729], [-6.33715, -0.05759, -1.30240], [0.26184, -0.30162, 3.71088], [-0.53138, 0.19012, 3.90593], [0.90708, 0.01046, 4.40850], [3.68735, -4.99381, -2.62490], [3.45119, -5.85841, -2.97981], [2.83560, -4.56286, -2.50913], [-4.60978, 3.28585, 0.99183], [-4.52622, 3.76347, 0.15154], [-3.65331, 3.12082, 1.22760], [-4.61218, -2.26352, -3.21391], [-4.39319, -2.98836, -2.60669], [-5.20431, -1.66916, -2.78254], [3.31033, -4.60028, 3.24703], [3.87898, -4.29803, 3.98890], [2.81277, -3.76097, 2.98702], [-2.98280, -2.52876, -5.38491], [-3.81902, -2.44034, -4.86852], [-2.29841, -2.09545, -4.85590], [-2.89909, -3.88355, -1.50221], [-2.16087, -3.61699, -2.07735], [-2.83942, -4.81964, -1.58537], [0.47746, -5.97717, 0.84063], [1.25269, -5.50523, 1.19170], [-0.03462, -5.47423, 0.18371], [0.68325, -4.68789, 5.01354], [0.63925, -3.74720, 4.96180], [1.55368, -4.94654, 4.73256], [-2.70699, 4.24014, -3.07458], [-2.70769, 4.27912, -2.09225], [-2.94549, 3.28603, -3.17955], [-0.35754, -3.32989, -2.78481], [0.17176, -3.10220, -1.93937], [0.11452, -2.85250, -3.50632], [5.44038, -2.58775, -2.35663], [6.15874, -2.56553, -1.72834], [4.95597, -3.45411, -2.22916], [-1.95593, -5.63918, -4.80851], [-2.26960, -4.79133, -5.11291], [-1.24290, -5.41983, -4.21234], [1.20424, 3.10263, -0.58248], [1.92178, 3.10898, 0.09811], [0.63475, 2.37388, -0.28071], [0.05152, 4.06573, -2.77136], [0.33990, 3.78028, -1.86807], [-0.94067, 4.10446, -2.83370], [2.29243, 5.09115, -3.83513], [1.49799, 5.07831, -3.26601], [2.35342, 6.01186, -4.13454], [-0.99449, -3.23321, -7.37907], [-1.86302, -2.84763, -7.09808], [-0.30628, -2.84417, -6.81397], [-1.48552, 0.36351, -5.24048], [-1.81521, 0.29679, -6.14069], [-0.87935, 1.12520, -5.31871], [3.07975, -0.78758, -2.94130], [3.21542, 0.12552, -2.57544], [3.94567, -1.14656, -2.89982], [-1.28366, -6.41314, 3.49839], [-0.65879, -6.02059, 4.06761], [-0.88994, -6.46165, 2.61647], [-1.89250, 2.43520, 2.00097], [-1.22876, 1.98471, 1.49201], [-1.21583, 2.90927, 2.59098], [-3.45566, 0.70185, 3.22407], [-2.91296, 1.29123, 2.65440], [-4.03164, 1.30332, 3.70421], [-5.93118, 0.58848, 0.30835], [-5.49915, 1.40226, 0.55185], [-5.41337, -0.11926, 0.70596], [-4.29126, -1.52952, 1.82504], [-3.40597, -1.83661, 1.65146], [-4.21825, -0.74173, 2.37752], [0.43691, 2.23006, -4.60213], [0.17939, 2.78600, -3.80863], [0.95402, 2.89063, -5.08591], [0.84931, -1.91234, -4.95814], [0.30785, -1.12900, -5.17666], [1.59429, -1.34956, -4.63532], [1.80886, -3.03981, -1.17365], [2.16152, -2.67505, -0.33749], [2.04309, -2.31541, -1.78289], [-2.29641, 4.87209, -0.38652], [-1.83828, 4.56050, 0.41099], [-2.09061, 5.79348, -0.54419], [1.67524, -2.67024, 2.33088], [2.11016, -1.70317, 2.32960], [0.99233, -2.62289, 2.97142], [-2.84840, -8.46802, 4.35522], [-2.17329, -8.85539, 3.80177], [-2.52412, -7.56905, 4.38099], [-5.78273, -3.41203, 0.00733], [-4.91963, -3.37296, -0.41881], [-5.55574, -2.93649, 0.83368], [3.03614, 1.92264, -2.33197], [2.39895, 2.09843, -1.61696], [2.93746, 2.64790, -3.00953], [-3.88566, 1.52040, -2.89492], [-4.05782, 1.08205, -2.08332], [-3.86231, 0.88668, -3.65365]], "homo_energy_ha": -0.19001, "total_charge": -2, "energy_ha": -3589.06225, "max_force_ev_per_a": 2.89, "homo_lumo_gap_ev": 8.7}


# 2
{"formula": "C3H2BrCl2O2", "method": "ωB97M-V/def2-TZVPD", "elements": ["C", "C", "C", "O", "O", "Cl", "Cl", "Br", "H", "H"], "xyz": [[2.53112, -0.99779, 1.14335], [0.14217, -0.30287, -0.09281], [1.55808, -0.13508, -0.30960], [3.54961, -1.56333, 0.90418], [1.81293, -0.76647, 2.07851], [1.72262, 1.63209, -0.10505], [2.15526, -0.67558, -1.97033], [-0.42370, -2.17388, -0.18176], [0.18079, -0.04321, 1.01082], [-0.50563, 0.26501, -0.80100]], "homo_energy_ha": -0.16734, "de_lowest_kcal_mol": 18.10, "total_charge": -1, "energy_ha": -3760.46025, "max_force_ev_per_a": 3.31, "homo_lumo_gap_ev": 7.8}